Record 1
This record from OMol25 describes a molecular structure, C21H19CoN7OS2. The level of theory is the ωB97M-V functional and the def2-TZVPD basis.

Energy above the lowest of the compared OMol25 structures with the same formula, charge and spin in eV: 0.079
Spin multiplicity: 4
E_tot in eV: -93859.132
Total charge: 0
Gap between HOMO and LUMO (alpha / beta) in eV: 6.24 / 6.72
<S²>: 3.889

CARTESIAN COORDINATES (ANGSTROEM)
1 Co -1.12 -0.30 -0.55
2 N -5.45 -0.72 -0.34
3 C -4.13 -0.40 -0.37
4 S -3.13 -1.31 -1.45
5 N -3.79 0.57 0.45
6 N -2.45 0.87 0.45
7 C -2.20 2.02 1.02
8 C -0.94 2.61 1.22
9 C -0.84 3.88 1.83
10 C 0.35 4.50 2.07
11 C 1.56 3.82 1.69
12 C 1.49 2.62 1.11
13 N 0.27 2.00 0.85
14 H -5.75 -1.57 -0.78
15 H -6.01 -0.32 0.40
16 H -3.06 2.59 1.38
17 H -1.77 4.35 2.12
18 H 0.38 5.47 2.53
19 H 2.53 4.26 1.88
20 H 2.35 2.04 0.82
21 S -0.82 2.90 -4.03
22 C -0.08 1.43 -4.50
23 C -0.27 0.50 -3.54
24 N -0.96 0.93 -2.43
25 C -1.29 2.18 -2.56
26 H 0.42 1.32 -5.44
27 H 0.07 -0.53 -3.57
28 H -1.85 2.72 -1.80
29 C -1.47 -3.83 2.41
30 C -1.05 -2.52 1.81
31 N -0.67 -1.55 2.68
32 O -1.02 -2.33 0.60
33 H -0.62 -4.34 2.86
34 H -1.88 -4.45 1.61
35 H -2.23 -3.68 3.18
36 H -0.76 -1.67 3.67
37 H -0.39 -0.66 2.31
38 N 6.63 -3.80 -1.34
39 C 5.68 -3.19 -1.15
40 C 4.47 -2.43 -0.92
41 C 3.29 -3.08 -0.56
42 C 2.14 -2.35 -0.34
43 C 2.14 -0.96 -0.47
44 C 3.32 -0.32 -0.84
45 C 4.48 -1.05 -1.06
46 C 0.92 -0.20 -0.25
47 C 0.29 0.79 0.20
48 H 3.29 -4.16 -0.46
49 H 1.21 -2.85 -0.09
50 H 3.33 0.75 -0.97
51 H 5.39 -0.54 -1.35

The Mulliken scheme yields these atomic charges, measured in e: -0.09 -0.40 0.43 -0.45 -1.40 1.23 -0.53 1.02 -0.86 -0.44 -0.60 -0.51 0.49 0.21 0.23 0.27 0.40 0.42 0.42 0.32 -0.17 -0.20 -0.90 0.47 -0.29 0.44 0.41 0.38 -1.36 0.79 -0.28 -0.56 0.34 0.31 0.43 0.19 0.16 -0.52 -0.03 0.57 -0.94 -0.30 0.55 -0.39 -0.90 -0.03 -0.21 0.44 0.57 0.43 0.45

---

Record 2
This record from OMol25 describes a single C6H10OS molecule at a distorted geometry. The level of theory is the ωB97M-V functional and the def2-TZVPD basis.

Structure (SMILES): C[C@@H]1SC=C[C@@]1(C)O
Energy above the lowest of the compared OMol25 structures with the same formula, charge and spin in eV: 0.890
Spin multiplicity: 1
E_tot in eV: -19266.140
Total charge: 0
Gap between HOMO and LUMO in eV: 9.30

CARTESIAN COORDINATES (ANGSTROEM)
1 C -0.86 -1.85 -0.28
2 C -0.79 -0.37 -0.36
3 C 1.59 0.31 -0.72
4 C 1.37 0.36 0.59
5 C -0.15 0.25 0.87
6 C -0.51 -0.33 2.20
7 H -1.28 -2.28 -1.17
8 H 0.14 -2.27 -0.03
9 H -1.58 -2.05 0.53
10 H -1.78 -0.02 -0.45
11 H 2.66 0.41 -1.19
12 H 2.13 0.51 1.36
13 H -0.17 -1.42 2.29
14 H 0.00 0.29 2.99
15 H -1.61 -0.31 2.47
16 H -0.42 2.10 0.16
17 O -0.61 1.64 1.00
18 S 0.18 0.11 -1.80

The Mulliken scheme yields these atomic charges, measured in e: -1.40 0.01 -0.20 -0.80 1.28 -1.74 0.40 0.31 0.33 0.42 0.32 0.36 0.35 0.42 0.33 0.39 -0.61 -0.17

---

Record 3
This record from OMol25 describes a single C51H42N2O5S2 molecule at a distorted geometry. The level of theory is the ωB97M-V functional and the def2-TZVPD basis.

Energy above the lowest of the compared OMol25 structures with the same formula, charge and spin in eV: 0.000
Spin multiplicity: 1
E_tot in eV: -88450.853
Total charge: 0
Gap between HOMO and LUMO in eV: 7.36

CARTESIAN COORDINATES (ANGSTROEM)
1 C -6.01 3.22 -1.06
2 C -5.86 3.63 0.27
3 C -5.29 2.77 1.20
4 C -4.98 1.44 0.85
5 N -4.59 0.55 1.86
6 C -5.27 -0.69 2.02
7 C -5.03 -1.74 1.12
8 C -5.71 -2.95 1.26
9 C -6.59 -3.14 2.34
10 C -6.83 -2.09 3.24
11 C -6.19 -0.86 3.05
12 C -3.61 0.94 2.78
13 C -3.70 0.59 4.13
14 C -2.59 0.72 4.95
15 C -1.34 0.95 4.39
16 C -0.12 0.43 5.10
17 C 1.12 0.31 4.25
18 C 2.13 1.27 4.39
19 C 3.28 1.20 3.63
20 C 3.47 0.11 2.76
21 N 4.68 -0.01 2.07
22 C 5.09 -1.22 1.48
23 C 5.77 -1.15 0.24
24 C 6.23 -2.33 -0.35
25 C 6.07 -3.56 0.30
26 C 5.41 -3.62 1.53
27 C 4.89 -2.46 2.11
28 C 5.50 1.14 1.88
29 C 6.84 1.09 2.27
30 C 7.68 2.16 1.99
31 C 7.19 3.25 1.26
32 C 5.85 3.29 0.86
33 C 4.98 2.27 1.23
34 C 2.42 -0.82 2.57
35 C 1.25 -0.72 3.32
36 C -1.28 1.52 3.10
37 C -2.43 1.58 2.32
38 C -5.19 1.01 -0.47
39 C -5.67 1.91 -1.43
40 H -6.39 3.91 -1.81
41 H -6.18 4.63 0.58
42 H -5.10 3.09 2.23
43 H -4.30 -1.60 0.32
44 H -5.56 -3.74 0.53
45 H -7.09 -4.10 2.48
46 H -7.51 -2.21 4.08
47 H -6.40 -0.02 3.71
48 H -4.62 0.19 4.54
49 H -2.72 0.64 6.03
50 H 0.20 1.11 5.88
51 H 1.99 2.08 5.11
52 H 4.06 1.95 3.74
53 H 5.91 -0.18 -0.23
54 H 6.73 -2.26 -1.32
55 H 6.46 -4.47 -0.16
56 H 5.28 -4.58 2.04
57 H 4.34 -2.50 3.05
58 H 7.21 0.20 2.80
59 H 8.71 2.14 2.33
60 H 7.86 4.07 1.00
61 H 5.47 4.13 0.26
62 H 3.92 2.31 0.99
63 H 2.54 -1.63 1.85
64 H 0.45 -1.45 3.16
65 H -0.33 1.90 2.70
66 H -2.41 2.00 1.32
67 H -4.96 -0.02 -0.74
68 H -5.78 1.58 -2.46
69 C -0.82 2.74 8.16
70 O -0.92 1.45 7.39
71 C -0.51 0.25 7.83
72 S -0.91 -0.07 9.60
73 C 0.44 0.44 10.65
74 C 1.60 -0.32 10.69
75 C 2.63 0.04 11.55
76 C 2.49 1.15 12.39
77 C 1.29 1.87 12.40
78 C 0.25 1.51 11.53
79 O -2.09 0.72 9.93
80 O -0.93 -1.52 9.75
81 S -0.36 -1.35 7.06
82 C -1.71 -2.48 7.23
83 C -1.49 -3.73 7.85
84 C -2.55 -4.58 8.11
85 C -3.85 -4.20 7.78
86 C -4.09 -2.98 7.15
87 C -3.01 -2.15 6.82
88 O -0.45 -0.94 5.53
89 O 0.87 -1.98 7.50
90 H -0.95 3.51 7.40
91 H -1.63 2.76 8.89
92 H 0.17 2.81 8.63
93 H 1.70 -1.18 10.03
94 H 3.54 -0.56 11.58
95 H 3.31 1.45 13.05
96 H 1.14 2.71 13.08
97 H -0.69 2.06 11.51
98 H -0.47 -4.01 8.11
99 H -2.35 -5.54 8.59
100 H -4.69 -4.84 8.03
101 H -5.10 -2.65 6.89
102 H -3.16 -1.24 6.24

Atomic partial charges in e from the Mulliken method, atoms 1 to 99: -0.44 -0.79 0.11 0.32 0.85 -0.33 -0.19 -0.86 -0.47 -0.87 -0.06 0.79 -0.55 -0.86 -0.52 0.34 -0.30 -1.00 -0.71 0.77 0.69 0.10 -0.07 -0.72 -0.39 -0.79 -0.28 -1.26 0.26 -0.74 -0.33 -0.86 0.36 -1.00 -0.10 -1.01 -0.64 -0.26 -0.74 0.37 0.35 0.40 0.49 0.37 0.39 0.41 0.56 0.17 1.40 0.37 0.48 0.43 0.40 0.38 0.36 0.37 0.57 0.42 0.39 0.36 0.37 0.43 0.60 0.52 0.50 0.47 0.14 0.40 -0.94 -0.11 0.11 1.36 0.01 -0.38 -0.59 -0.38 -0.66 -0.09 -0.74 -0.64 1.38 0.24 -0.41 -0.72 -0.37 -0.75 -0.14 -0.46 -0.66 0.29 0.30 0.35 0.42 0.38 0.37 0.37 0.43 0.44 0.40

---

Record 4
This record from OMol25 describes a molecular structure, C8H16Cl8F4MgN2O8S4 at a distorted geometry. The level of theory is the ωB97M-V functional and the def2-TZVPD basis.

Spin multiplicity: 2
E_tot in eV: -187749.180
Total charge: -1
Gap between HOMO and LUMO (alpha / beta) in eV: 4.19 / 9.00
<S²>: 0.753

CARTESIAN COORDINATES (ANGSTROEM)
1 Mg -0.49 -0.21 -2.90
2 N 0.74 0.77 -3.93
3 S 2.23 1.10 -3.96
4 O 2.71 2.39 -3.50
5 O 2.95 0.37 -4.99
6 F 2.61 0.14 -2.68
7 S 0.55 1.71 -5.41
8 O 0.71 0.99 -6.70
9 O 0.63 3.18 -5.50
10 F -1.08 1.58 -5.37
11 N -0.39 -0.62 -1.17
12 S -0.79 -1.97 -0.13
13 O -1.83 -1.71 0.83
14 O 0.31 -2.91 0.12
15 F -1.67 -2.74 -1.26
16 S 0.37 0.03 0.01
17 O 1.68 -0.46 0.43
18 O -0.40 0.80 0.98
19 F 0.87 1.19 -0.97
20 Cl 5.10 -3.41 0.86
21 C 3.39 -2.99 1.15
22 C 2.77 -3.88 2.26
23 Cl 2.09 -5.37 1.50
24 H 2.93 -3.12 0.17
25 H 3.31 -1.95 1.47
26 H 1.95 -3.35 2.74
27 H 3.48 -4.15 3.05
28 Cl -5.25 -0.30 0.30
29 C -4.00 0.82 0.87
30 C -3.69 0.70 2.36
31 Cl -5.12 1.04 3.36
32 H -4.45 1.80 0.73
33 H -3.09 0.66 0.29
34 H -2.96 1.42 2.70
35 H -3.35 -0.28 2.69
36 Cl 0.70 -3.84 5.58
37 C -0.63 -3.57 4.37
38 C -0.93 -2.05 4.19
39 Cl 0.48 -1.20 3.53
40 H -1.55 -3.97 4.80
41 H -0.31 -4.06 3.45
42 H -1.12 -1.53 5.13
43 H -1.71 -1.94 3.43
44 Cl -1.22 6.54 -2.10
45 C 0.26 5.76 -1.39
46 C 0.61 4.54 -2.28
47 Cl -0.66 3.32 -1.99
48 H 0.00 5.47 -0.37
49 H 1.08 6.48 -1.45
50 H 1.57 4.12 -1.96
51 H 0.57 4.65 -3.36

The Mulliken scheme yields these atomic charges, measured in e: 0.75 0.18 0.94 -0.54 -0.62 -0.30 0.91 -0.56 -0.53 -0.32 0.09 0.89 -0.47 -0.45 -0.33 0.68 -0.53 -0.50 -0.27 -0.24 -0.26 0.36 -0.23 0.25 0.17 -0.48 0.43 -0.21 -0.03 -0.03 -0.22 0.42 -0.14 0.28 -0.07 -0.21 -0.55 -0.09 -0.14 0.41 0.29 0.43 -0.18 -0.22 -0.48 -0.40 -0.17 0.33 0.36 0.23 0.36

---

Record 5
This record from OMol25 describes a molecular structure, C24H33Br4Cl4KMgN3O20P3SV at a distorted geometry. The level of theory is the ωB97M-V functional and the def2-TZVPD basis.

Energy above the lowest of the compared OMol25 structures with the same formula, charge and spin in eV: 7.053
Spin multiplicity: 1
E_tot in eV: -487225.332
Total charge: +1
Gap between HOMO and LUMO in eV: 1.08

CARTESIAN COORDINATES (ANGSTROEM)
1 N -0.08 4.77 4.81
2 P -1.39 5.46 3.80
3 O -2.91 4.94 4.36
4 C -1.01 4.77 2.05
5 C 0.13 5.38 1.39
6 Br 1.22 6.81 2.21
7 C 0.51 4.86 -0.09
8 O 1.01 5.75 -0.91
9 C 0.21 3.35 -0.44
10 C -1.04 2.71 0.29
11 C -1.40 1.24 -0.06
12 P -2.91 0.37 0.73
13 O -2.47 0.19 2.40
14 O -2.89 -1.25 0.11
15 C -0.57 0.37 -1.08
16 C 0.66 1.01 -1.77
17 O 1.40 0.20 -2.67
18 C 1.06 2.49 -1.44
19 P 2.58 3.33 -2.23
20 N 3.86 2.08 -2.33
21 O 2.19 3.90 -3.82
22 C -1.86 3.61 1.35
23 O -3.08 3.42 1.59
24 H 0.84 4.97 4.38
25 H -0.20 3.75 4.73
26 H -2.86 5.07 5.35
27 H -1.48 0.08 2.39
28 H -2.02 -1.65 0.40
29 H -0.87 -0.71 -1.35
30 H 1.57 0.67 -3.52
31 H 4.70 2.58 -1.95
32 H 3.60 1.42 -1.57
33 H 2.69 4.75 -3.89
34 C 0.94 -3.71 -1.26
35 C 1.43 -4.88 -2.11
36 N 1.55 -4.57 -3.52
37 C 1.73 -5.76 -4.36
38 C 3.00 -6.58 -4.17
39 C 2.40 -3.43 -3.85
40 C 3.86 -3.46 -3.39
41 H 0.01 -3.31 -1.65
42 H 0.77 -4.05 -0.23
43 H 1.68 -2.91 -1.22
44 H 0.70 -5.69 -1.99
45 H 2.38 -5.25 -1.69
46 H 1.65 -5.47 -5.41
47 H 0.87 -6.42 -4.19
48 H 3.87 -6.08 -4.60
49 H 2.90 -7.54 -4.69
50 H 3.20 -6.80 -3.12
51 H 1.94 -2.53 -3.45
52 H 2.39 -3.27 -4.94
53 H 3.96 -3.78 -2.35
54 H 4.29 -2.46 -3.47
55 H 4.47 -4.12 -4.01
56 K 2.35 7.10 -1.45
57 O 4.34 8.95 -4.57
58 H 4.52 8.21 -5.17
59 H 4.56 9.73 -5.09
60 C -2.90 8.67 -1.21
61 Cl -4.32 7.63 -1.36
62 Cl -1.64 7.87 -0.26
63 Cl -2.28 9.12 -2.81
64 H -3.19 9.58 -0.69
65 C -1.65 1.05 5.76
66 Br 0.08 0.75 4.94
67 Br -2.43 -0.60 6.43
68 Br -1.57 2.42 7.14
69 H -2.31 1.42 4.98
70 O -0.98 8.86 4.74
71 Cl -1.78 9.22 3.60
72 O -3.14 9.45 4.01
73 O -1.75 8.13 2.63
74 O -1.25 10.41 2.98
75 Mg 0.39 -6.72 -0.70
76 O -5.02 -8.11 -0.58
77 S -4.17 -7.16 -1.33
78 O -3.34 -7.89 -2.29
79 O -3.30 -6.43 -0.38
80 O -5.03 -6.20 -2.04
81 C -2.75 -6.33 2.51
82 C -2.64 -5.28 3.33
83 C -2.90 -5.40 4.78
84 O -2.80 -4.44 5.52
85 C -3.28 -6.73 5.30
86 C -3.39 -7.79 4.48
87 C -3.13 -7.67 3.03
88 O -3.23 -8.63 2.29
89 H -2.57 -6.26 1.45
90 H -2.36 -4.30 2.96
91 H -3.46 -6.80 6.36
92 H -3.67 -8.77 4.85
93 O 7.15 2.82 -1.63
94 V 7.61 1.44 -2.58
95 O 8.07 0.06 -3.53

The Mulliken scheme yields these atomic charges, measured in e: -0.48 0.63 -0.43 0.61 -0.51 -0.03 0.18 -0.78 -0.02 -0.07 0.24 0.15 -0.29 -0.40 -0.70 0.24 -0.44 0.26 0.18 -0.58 -0.49 0.23 -0.48 0.31 0.13 0.36 0.32 0.27 0.65 0.34 0.35 0.25 0.33 -1.74 -0.22 0.08 -0.64 -0.95 -0.55 -1.06 0.41 0.58 0.31 0.40 0.59 0.36 0.36 0.24 0.38 0.27 0.22 0.41 0.25 0.42 0.30 1.03 -0.61 0.31 0.31 -0.07 -0.12 0.05 -0.14 0.33 -0.13 -0.11 0.00 -0.03 0.27 -0.65 1.62 -0.61 -0.38 -0.64 0.56 -0.43 1.21 -0.50 -0.43 -0.47 -0.16 -0.57 0.35 -0.54 -0.38 -0.39 0.27 -0.53 0.63 0.52 0.43 0.42 -0.89 1.54 -0.79